# 1
Density functional theory data (ωB97M-V/def2-TZVPD) for a structure of composition C47H48AuN7O2PS5Se at a distorted geometry.

Structure (XYZ):
```
112
C47H48AuN7O2PS5Se, DFT ωB97M-V/def2-TZVPD
Au -1.3835 0.0789 -0.7442
N -1.3725 0.0789 1.1474
S -0.8950 0.1079 2.4369
N 0.4407 -0.7418 2.4426
S 1.8662 -0.0421 2.4226
N 1.9431 0.7570 1.0526
S 1.8349 0.0175 -0.3425
N 0.5181 0.0789 -0.7332
C 2.3372 -1.6733 -0.5104
C 1.3825 -2.6844 -0.3939
C 1.7511 -4.0156 -0.5892
C 3.0725 -4.3336 -0.9077
C 4.0255 -3.3196 -1.0253
C 3.6578 -1.9864 -0.8299
C 2.7096 0.9505 -1.5963
C 2.1999 1.0428 -2.8906
C 2.8792 1.8021 -3.8439
C 4.0616 2.4625 -3.4995
C 4.5648 2.3674 -2.1997
C 3.8859 1.6130 -1.2427
C 3.2085 -1.1993 2.5812
C 4.5102 -0.7191 2.4766
C 5.5798 -1.6015 2.6230
C 5.3380 -2.9541 2.8741
C 4.0250 -3.4215 2.9813
C 2.9537 -2.5389 2.8394
C 2.1127 0.9977 3.8454
C 1.9783 0.4327 5.1091
C 2.1907 1.2214 6.2391
C 2.5387 2.5668 6.0946
C 2.6765 3.1196 4.8187
C 2.4677 2.3308 3.6869
C -2.1594 -0.7259 3.3914
C -1.7809 -1.4588 4.5167
C -2.7524 -2.1312 5.2582
C -4.0929 -2.0723 4.8689
C -4.4633 -1.3403 3.7377
C -3.4947 -0.6640 2.9952
C -0.9002 1.8076 2.9385
C -1.1630 2.1494 4.2647
C -1.2341 3.4950 4.6322
C -1.0494 4.4936 3.6735
C -0.7895 4.1472 2.3465
C -0.7197 2.8035 1.9780
H 0.3627 -2.4146 -0.1232
H 1.0026 -4.7913 -0.4750
H 3.3608 -5.3692 -1.0456
H 5.0582 -3.5597 -1.2502
H 4.4001 -1.2010 -0.8946
H 1.2696 0.5372 -3.1346
H 2.4730 1.8845 -4.8462
H 4.5827 3.0601 -4.2397
H 5.4752 2.8874 -1.9216
H 4.2556 1.5421 -0.2233
H 4.6694 0.3349 2.2815
H 6.5931 -1.2286 2.5346
H 6.1675 -3.6439 2.9767
H 3.8249 -4.4714 3.1585
H 1.9301 -2.8896 2.8993
H 1.7102 -0.6141 5.1928
H 2.0786 0.7825 7.2231
H 2.6934 3.1844 6.9715
H 2.9293 4.1660 4.6938
H 2.5495 2.7507 2.6915
H -0.7328 -1.5053 4.7988
H -2.4554 -2.7066 6.1284
H -4.8461 -2.6051 5.4394
H -5.4998 -1.3014 3.4208
H -3.7600 -0.1025 2.1038
H -1.2790 1.3734 5.0111
H -1.4146 3.7548 5.6688
H -1.0905 5.5377 3.9612
H -0.6254 4.9086 1.5926
H -0.4993 2.5094 0.9527
Se -0.2924 -4.5990 0.2126
N -2.0235 -4.9690 -0.1033
C -2.7013 -3.8546 -0.4213
C -4.0617 -3.8145 -0.7206
C -4.6335 -2.5743 -1.0351
C -3.8332 -1.4133 -1.0418
N -2.5060 -1.4888 -0.7442
C -1.9515 -2.6995 -0.4379
N -0.6549 -2.8689 -0.1324
H -4.6688 -4.7137 -0.7126
H -5.6867 -2.5152 -1.2711
H -4.2634 -0.4522 -1.2828
C -4.5592 -0.8443 -4.9012
C -4.1222 0.5529 -5.3161
C -4.5418 1.6079 -4.2989
O -2.7593 0.7190 -5.6680
P -1.4748 0.0088 -4.9891
S -1.2753 -1.8627 -5.4957
S -1.3835 0.0789 -3.0443
O -0.2762 0.8516 -5.6876
C -0.2438 2.2500 -5.9045
C -0.9383 2.6094 -7.2134
C -0.7283 3.1051 -4.7437
H -5.6414 -0.8767 -4.7346
H -4.0752 -1.1721 -3.9782
H -4.3240 -1.5721 -5.6830
H -4.6722 0.7815 -6.2375
H -4.0782 1.4413 -3.3238
H -5.6276 1.6072 -4.1585
H -4.2381 2.6057 -4.6326
H 0.8186 2.4857 -6.0424
H -2.0253 2.5204 -7.1387
H -0.6149 1.9410 -8.0183
H -0.7113 3.6404 -7.5036
H -1.7880 2.9438 -4.5326
H -0.5899 4.1695 -4.9610
H -0.1680 2.8730 -3.8330
H -2.3241 1.3925 -0.7442
```

* HOMO-LUMO gap (alpha / beta): 4.73 / 4.73 eV
* highest occupied orbital energy (alpha / beta): -0.3107 / -0.3106 Ha
* electronic energy: -7221.9926 a.u.
* total charge: +1

=====

# 2
Density functional theory data (ωB97M-V/def2-TZVPD) for a cluster of 7 separate species, C47H48IN7OS in total at a distorted geometry.

Structure (XYZ):
```
105
C47H48IN7OS, DFT ωB97M-V/def2-TZVPD
C -2.9248 -5.0134 -0.1353
C -2.2718 -3.8390 -0.8939
C -3.2699 -2.7926 -1.5241
I -5.1089 -2.7387 -0.3727
C -2.5553 -1.4375 -1.5209
C -1.2606 -1.3839 -1.9916
C -0.5122 -0.1904 -1.9849
C -1.0654 0.9848 -1.5159
C -2.3768 0.9017 -1.0518
C -3.1044 -0.2524 -1.0463
S -3.0507 2.4240 -0.4118
C -1.6200 3.0378 0.4634
C -1.7311 3.6403 1.6957
C -0.5897 4.0740 2.3555
C 0.6229 3.8648 1.7367
C 0.7277 3.2802 0.4911
C -0.4023 2.8489 -0.1893
N -0.3864 2.2403 -1.4801
C 0.9246 2.1976 -2.0804
O 1.3028 3.5216 -2.4011
C 2.6878 3.6048 -2.7119
H -2.1772 -5.8166 -0.0275
H -3.2004 -4.7407 0.8871
H -3.7682 -5.4670 -0.6668
H -1.6640 -3.2940 -0.1627
H -1.6318 -4.2737 -1.6709
H -3.5591 -3.0982 -2.5322
H -0.8281 -2.3094 -2.3614
H 0.5000 -0.2255 -2.3750
H -4.1154 -0.2139 -0.6491
H -2.7336 3.7540 2.1051
H -0.7100 4.5549 3.3219
H 1.5131 4.1820 2.2790
H 1.7203 3.1610 0.0665
H 0.9155 1.6451 -3.0340
H 1.6880 1.6939 -1.4511
H 2.9889 4.6434 -2.5299
H 3.3061 2.9446 -2.0885
H 2.8148 3.4161 -3.7886
C 3.3491 1.4701 3.7536
C 2.7320 1.0974 2.5708
C 3.5064 0.5193 1.5785
N 4.8179 0.3029 1.6934
C 5.3948 0.6697 2.8382
C 4.7102 1.2522 3.8948
H 2.7772 1.9238 4.5538
H 1.6735 1.2506 2.4184
H 3.0636 0.2093 0.6376
H 6.4616 0.4833 2.9022
H 5.2303 1.5278 4.8023
C 4.8260 -3.7555 -1.6302
C 3.5865 -4.3127 -1.9033
C 2.4972 -3.8884 -1.1575
N 2.5733 -2.9764 -0.1884
C 3.7759 -2.4533 0.0605
C 4.9269 -2.8043 -0.6280
H 5.7013 -4.0590 -2.1912
H 3.4661 -5.0588 -2.6771
H 1.5070 -4.2943 -1.3383
H 3.8058 -1.7189 0.8535
H 5.8743 -2.3436 -0.3834
C -0.2896 -0.4658 4.1901
C -1.1243 -1.1700 5.0433
C -2.4464 -1.3576 4.6618
N -2.9651 -0.8956 3.5211
C -2.1426 -0.2205 2.7187
C -0.8084 0.0176 3.0033
H 0.7488 -0.2983 4.4494
H -0.7594 -1.5656 5.9820
H -3.1353 -1.9054 5.2965
H -2.5795 0.1473 1.7951
H -0.1930 0.5716 2.3062
C 3.6718 -1.7175 8.5961
C 2.4413 -1.1114 8.7903
C 1.7659 -0.6277 7.6806
N 2.2341 -0.7087 6.4347
C 3.4206 -1.2941 6.2688
C 4.1753 -1.8136 7.3091
H 4.2308 -2.1097 9.4365
H 2.0138 -1.0158 9.7791
H 0.7977 -0.1484 7.7838
H 3.7761 -1.3433 5.2444
H 5.1316 -2.2801 7.1152
C -6.0427 4.7391 -3.9206
C -6.5454 3.9432 -4.9374
C -6.1382 2.6191 -4.9967
N -5.2868 2.0661 -4.1327
C -4.8130 2.8499 -3.1616
C -5.1580 4.1837 -3.0111
H -6.3367 5.7783 -3.8385
H -7.2377 4.3391 -5.6682
H -6.5081 1.9580 -5.7736
H -4.1193 2.3790 -2.4708
H -4.7426 4.7699 -2.2022
C -0.5805 -0.2596 -7.7087
C -1.1003 0.1553 -6.4940
C -1.0762 -0.7332 -5.4292
N -0.5844 -1.9718 -5.5131
C -0.0892 -2.3521 -6.6910
C -0.0614 -1.5399 -7.8136
H -0.5799 0.4060 -8.5630
H -1.5156 1.1466 -6.3716
H -1.4556 -0.4693 -4.4495
H 0.3019 -3.3634 -6.7271
H 0.3544 -1.9014 -8.7443
```

* HOMO-LUMO gap: 8.48 eV
* highest occupied orbital energy: -0.2899 Ha
* electronic energy: -2974.1335 a.u.
* total charge: 0

=====

# 3
Density functional theory data (ωB97M-V/def2-TZVPD) for a structure of composition C47H49AsBCl2IrN6PS at a distorted geometry.

Structure (XYZ):
```
109
C47H49AsBCl2IrN6PS, DFT ωB97M-V/def2-TZVPD
Ir -0.4082 -1.1689 -1.5475
C 3.1348 -0.7807 -1.2459
C 2.5129 -2.0197 -0.6967
C 3.1278 -3.1230 -0.0914
C 2.1228 -4.0445 0.1235
C 2.2062 -5.4122 0.7167
N 0.9660 -3.5059 -0.3079
N 1.2034 -2.2609 -0.7879
B -0.3811 -4.1893 -0.6395
N -1.5181 -3.4182 0.0083
N -1.7873 -2.1740 -0.4587
C -2.9703 -1.7899 0.0473
C -3.6840 -0.5451 -0.3400
C -3.4294 -2.8020 0.8943
C -2.4947 -3.8169 0.8335
C -2.5005 -5.1473 1.5089
N -0.5644 -4.0783 -2.1671
N -0.2621 -2.9056 -2.7851
C -0.2934 -3.1127 -4.1041
C 0.0534 -2.0513 -5.0897
C -0.6452 -4.4451 -4.3384
C -0.8123 -5.0205 -3.0922
C -1.1827 -6.4214 -2.7346
H 3.8145 -0.3207 -0.5295
H 3.7093 -1.0194 -2.1423
H 2.3680 -0.0585 -1.5239
H 4.1752 -3.2451 0.1329
H 3.1900 -5.5555 1.1577
H 1.4523 -5.5557 1.4913
H 2.0526 -6.1817 -0.0411
H -0.3740 -5.3316 -0.2824
H -2.9975 0.2508 -0.6046
H -4.3016 -0.7465 -1.2161
H -4.3374 -0.2166 0.4682
H -4.3437 -2.7978 1.4644
H -3.3046 -5.1735 2.2411
H -2.6653 -5.9542 0.7931
H -1.5565 -5.3415 2.0187
H 0.3726 -1.1418 -4.5828
H 0.8608 -2.3987 -5.7365
H -0.8044 -1.8111 -5.7167
H -0.7452 -4.9298 -5.2960
H -1.4181 -6.9776 -3.6387
H -0.3665 -6.9308 -2.2199
H -2.0534 -6.4409 -2.0779
Cl -0.3129 1.2424 -2.6603
C -1.9238 1.5844 -3.2667
C -2.2402 2.8980 -3.5486
C -3.5066 3.1728 -4.0352
C -4.4171 2.1407 -4.2171
C -4.0619 0.8378 -3.9103
Cl -5.2215 -0.4293 -4.1480
C -2.7929 0.5199 -3.4145
S -2.3051 -1.1164 -3.0584
H -1.5135 3.6837 -3.3920
H -3.7824 4.1891 -4.2812
H -5.4086 2.3393 -4.6010
C 1.5525 0.7292 0.9504
C 1.6122 1.5969 2.1988
As 3.4473 2.2962 2.4714
C 2.9556 3.8159 3.5900
C 1.8639 3.7825 4.4515
C 1.5372 4.8960 5.2182
C 2.3065 6.0463 5.1376
C 3.4163 6.0766 4.3017
C 3.7433 4.9649 3.5394
C 3.5870 3.2591 0.7772
C 4.6069 2.9043 -0.1011
C 4.7536 3.5605 -1.3204
C 3.8762 4.5763 -1.6675
C 2.8570 4.9415 -0.7929
C 2.7156 4.2897 0.4237
P -0.1460 0.2126 0.4879
C -0.6812 -0.5951 2.0344
C -0.2786 -1.9141 2.2345
C -0.5640 -2.5760 3.4201
C -1.2659 -1.9295 4.4248
C -1.6358 -0.6035 4.2545
C -1.3340 0.0664 3.0781
C -1.0284 1.8224 0.4465
C -2.3253 2.0097 0.9223
C -2.9434 3.2511 0.8451
C -2.2724 4.3303 0.2932
C -0.9909 4.1533 -0.2087
C -0.3824 2.9106 -0.1434
H 2.1004 -0.2018 1.1122
H 2.0037 1.2379 0.0975
H 1.3518 1.0151 3.0833
H 0.9295 2.4448 2.1426
H 1.2578 2.8880 4.5372
H 0.6818 4.8607 5.8811
H 2.0487 6.9147 5.7301
H 4.0295 6.9669 4.2453
H 4.6121 4.9976 2.8919
H 5.2965 2.1132 0.1720
H 5.5583 3.2849 -1.9903
H 3.9917 5.0943 -2.6113
H 2.1818 5.7467 -1.0583
H 1.9317 4.5934 1.1086
H 0.2817 -2.4268 1.4718
H -0.2240 -3.5950 3.5620
H -1.5097 -2.4483 5.3431
H -2.1531 -0.0790 5.0478
H -1.5807 1.1129 3.0019
H -2.8688 1.1875 1.3569
H -3.9501 3.3722 1.2241
H -2.7447 5.3035 0.2504
H -0.4562 4.9876 -0.6467
H 0.6131 2.8040 -0.5519
```

* HOMO-LUMO gap: 7.07 eV
* highest occupied orbital energy: -0.3671 Ha
* electronic energy: -6173.7641 a.u.
* total charge: +1
* ΔE to the lowest compared entry with this formula, charge and spin: 46.5 kcal/mol

=====

# 4
Density functional theory data (ωB97M-V/def2-TZVPD) for a structure of composition C47H49N9O7S2Ti at a distorted geometry.

Structure (XYZ):
```
115
C47H49N9O7S2Ti, DFT ωB97M-V/def2-TZVPD
Ti -1.6717 0.4740 0.5315
O 2.6448 3.4305 3.2359
C 3.2977 2.4044 2.6548
C 4.7011 2.2764 2.7736
C 5.3632 1.2301 2.1483
C 4.6773 0.3053 1.3253
C 3.3149 0.4315 1.2199
C 2.6050 1.4002 1.9377
C 1.1645 1.3666 1.7586
O 0.5959 0.4430 1.1177
N 0.4765 2.3735 2.3186
N -0.8785 2.2815 1.9890
C -1.6166 3.2288 2.4394
S -3.3324 3.2532 2.1292
C -3.4366 5.0670 2.3296
C -2.6384 5.3459 3.5839
S -0.9878 4.6064 3.3895
H 1.6772 3.3118 3.0441
H 5.2511 2.9872 3.3619
H 6.4417 1.1437 2.2911
H 5.2652 -0.4562 0.7839
H 2.7122 -0.2299 0.6321
H -4.4853 5.3193 2.4815
H -3.0786 5.5368 1.4021
H -3.1252 4.8807 4.4442
H -2.5142 6.4123 3.7938
C 3.7764 -0.1158 -3.7601
O 2.8361 0.8728 -3.3426
C 2.3056 1.6462 -4.3339
C 2.7227 1.6558 -5.6406
C 2.0654 2.4832 -6.5777
C 1.0282 3.3179 -6.2104
C 0.5867 3.2820 -4.8984
C 1.2125 2.4664 -3.9443
N 0.6973 2.5458 -2.6354
C -0.2174 1.6924 -2.0338
N -0.1698 0.4210 -2.4695
C -1.1603 -0.5981 -2.5097
C -2.1822 -0.6692 -1.5488
C -3.1123 -1.6723 -1.8599
C -2.9814 -2.5637 -2.9445
C -1.9020 -2.4902 -3.8193
C -0.9695 -1.5186 -3.5614
O 0.1995 -1.3567 -4.2735
C 0.2450 -1.6329 -5.6723
N -0.9986 2.1216 -1.0681
C -1.0873 3.5459 -0.8800
C -0.0484 4.2532 -0.2588
C -0.0628 5.6259 -0.0639
C -1.1866 6.3824 -0.4404
C -2.2452 5.7016 -1.0357
C -2.2160 4.3092 -1.2379
O -3.3831 3.8636 -1.8002
C -3.7499 2.4675 -1.7169
H 4.0917 -0.6502 -2.8976
H 4.6572 0.3535 -4.1894
H 3.3486 -0.8181 -4.4683
H 3.5193 1.0423 -6.0044
H 2.3784 2.3944 -7.6042
H 0.5483 3.9368 -6.9341
H -0.2277 3.9088 -4.5739
H 0.8040 3.4670 -2.2382
H 0.6434 0.2120 -3.0380
H -3.9888 -1.8435 -1.2390
H -3.7511 -3.3168 -3.0857
H -1.7779 -3.1216 -4.6708
H 1.1379 -1.1255 -6.0708
H -0.6307 -1.2205 -6.1832
H 0.3258 -2.7055 -5.8474
H 0.8163 3.7116 0.1175
H 0.8137 6.0996 0.3373
H -1.2793 7.4450 -0.2440
H -3.1693 6.1872 -1.3158
H -4.8066 2.4332 -1.9428
H -3.5924 2.0626 -0.7322
H -3.1790 1.8837 -2.4100
C 2.9843 -6.8929 -1.1541
C 2.3792 -6.5112 0.1755
C 1.6829 -7.4461 0.9345
C 1.2077 -7.1285 2.2015
C 1.4043 -5.8725 2.7391
N 0.9670 -5.6659 4.0563
C 0.9599 -4.5246 4.8007
O 1.2327 -4.5725 5.9882
N 0.6436 -3.3297 4.1679
C -0.4264 -3.1846 3.2509
C -1.5749 -3.9717 3.3109
C -2.5344 -3.7643 2.3450
C -2.4037 -2.7477 1.4239
N -1.3910 -1.8827 1.4332
C -0.4254 -2.1432 2.3211
C 2.0542 -4.9051 1.9692
C 2.5202 -5.2282 0.7084
H 2.8448 -7.9489 -1.3793
H 4.0726 -6.6989 -1.1339
H 2.5520 -6.3323 -1.9923
H 1.5650 -8.4560 0.5702
H 0.6994 -7.8894 2.7581
H 1.0968 -6.4687 4.6491
H 0.7065 -2.5605 4.8401
H -1.6970 -4.7553 4.0364
H -3.3804 -4.4386 2.2793
H -3.1766 -2.5715 0.6802
H 0.3981 -1.4318 2.2516
H 2.2119 -3.9005 2.3371
H 3.0465 -4.4647 0.1349
C -4.3461 0.2192 4.2299
C -3.0467 0.2131 3.4477
N -1.8929 0.2823 4.1156
O -3.1076 0.2623 2.2239
H -4.2342 0.0812 5.2985
H -5.0119 -0.5595 3.8352
H -4.7729 1.2179 4.0720
H -1.8622 0.2714 5.1342
H -1.0523 0.5036 3.5953
```

* HOMO-LUMO gap (alpha / beta): 6.16 / 7.42 eV
* highest occupied orbital energy (alpha / beta): -0.2193 / -0.2662 Ha
* expectation value of S²: 2.004
* multiplicity: 3
* electronic energy: -4485.8115 a.u.
* total charge: 0